124
Properties=species:S:1:pos:R:3:lowdin_charge:R:1 method="wB97M-V/def2-TZVPD" e_homo_ev=-10.080 e_tot_ev=-86849.254 homo_lumo_gap_ev=10.08 e_above_lowest_kj_mol=453.17 e_lumo_ev=0.001 smiles="C[C@H]1COC(=O)O1.C[C@H]1COC(=O)O1.C[C@H]1COC(=O)O1.C[C@H]1COC(=O)O1.COC(=O)OC.COC(=O)OC.COC(=O)OC.CCCC#N.CCCC#N.CCCC#N"
O 18.238 -17.170 -11.235 -0.044
O 11.538 -16.495 -9.113 0.073
O 12.702 -21.797 -11.213 -0.088
O 17.801 -19.532 -6.776 0.110
O 12.363 -17.203 -7.329 0.176
O 16.164 -16.965 -10.419 -0.036
O 9.983 -19.385 -12.759 -0.068
O 14.868 -18.035 -15.988 0.040
O 14.472 -20.503 -12.359 0.010
O 19.150 -20.606 -8.176 0.082
O 16.735 -17.062 -15.388 0.100
O 13.026 -21.468 -13.634 0.004
O 12.700 -18.435 -9.164 0.046
O 8.661 -19.139 -14.676 -0.040
O 15.415 -15.857 -16.620 0.170
O 14.674 -21.934 -6.252 0.038
O 16.170 -22.283 -4.559 0.130
O 7.677 -18.677 -12.399 -0.082
O 17.916 -16.029 -9.025 -0.077
O 16.955 -20.173 -8.599 0.090
O 14.727 -23.922 -5.095 0.052
N 7.394 -26.020 -12.696 0.150
N 9.686 -15.716 -11.943 0.174
N 10.856 -24.369 -7.303 0.164
C 10.324 -23.626 -8.031 -0.190
C 13.719 -22.753 -6.919 -0.316
C 16.425 -17.886 -5.867 0.013
C 7.351 -18.925 -15.175 -0.056
C 13.967 -24.171 -6.301 -0.066
C 6.834 -25.151 -13.249 -0.210
C 6.139 -24.066 -13.927 -0.201
C 12.353 -14.838 -6.412 -0.016
C 15.289 -16.032 -9.776 -0.020
C 9.571 -22.687 -8.933 -0.157
C 11.780 -22.019 -13.943 -0.039
C 12.466 -17.805 -13.860 -0.084
C 11.570 -16.052 -6.939 -0.252
C 12.236 -17.403 -8.529 -0.635
C 17.994 -20.261 -7.814 -0.572
C 9.993 -19.547 -11.297 -0.026
C 10.831 -15.720 -12.073 -0.209
C 17.451 -16.750 -10.190 -0.359
C 14.919 -19.905 -11.172 -0.044
C 9.077 -23.445 -10.189 -0.292
C 12.793 -17.168 -12.538 -0.250
C 10.195 -23.765 -11.117 -0.131
C 15.640 -16.889 -16.082 -0.571
C 16.879 -18.482 -15.082 -0.245
C 8.722 -19.125 -13.284 -0.333
C 7.980 -22.308 -13.705 -0.108
C 17.557 -18.751 -13.640 0.010
C 13.819 -22.800 -8.439 -0.036
C 6.993 -23.026 -14.582 -0.270
C 13.342 -21.193 -12.378 -0.349
C 15.458 -18.998 -15.230 -0.155
C 16.468 -19.292 -6.517 -0.291
C 10.795 -15.827 -8.199 -0.130
C 15.944 -19.433 -7.931 -0.075
C 19.645 -16.856 -11.165 -0.021
C 15.294 -22.712 -5.281 -0.518
C 12.265 -15.762 -12.344 -0.172
H 12.945 -17.237 -14.721 0.097
H 16.203 -20.007 -5.737 0.137
H 19.772 -15.773 -11.310 0.105
H 11.895 -23.009 -13.606 0.088
H 10.872 -16.234 -6.016 0.187
H 8.434 -24.339 -10.060 0.122
H 14.983 -19.825 -8.036 0.092
H 12.558 -15.117 -13.172 0.133
H 10.246 -21.810 -9.258 0.130
H 10.784 -14.809 -8.653 0.159
H 5.537 -23.452 -13.217 0.140
H 8.669 -22.286 -8.456 0.115
H 15.416 -15.942 -8.732 0.074
H 13.839 -17.278 -12.439 0.080
H 9.736 -16.167 -8.242 0.157
H 6.716 -19.738 -14.714 0.101
H 11.468 -21.971 -15.005 0.119
H 12.890 -14.400 -7.181 0.048
H 14.664 -18.856 -11.157 0.063
H 14.980 -18.923 -14.261 0.094
H 16.799 -18.309 -13.016 0.052
H 11.019 -24.339 -10.576 0.107
H 5.494 -24.545 -14.649 0.117
H 14.339 -16.369 -9.945 0.033
H 11.026 -19.686 -10.976 0.064
H 8.663 -21.697 -14.211 0.037
H 10.978 -21.482 -13.469 0.063
H 17.581 -18.872 -15.856 0.156
H 10.579 -22.776 -11.399 0.037
H 7.532 -21.650 -12.877 0.115
H 14.533 -20.266 -10.232 0.063
H 16.021 -20.034 -11.037 0.117
H 15.835 -18.447 -8.436 0.128
H 18.585 -18.259 -13.619 0.093
H 6.952 -17.967 -14.953 0.090
H 13.050 -24.589 -5.878 0.115
H 12.789 -18.836 -13.951 0.055
H 11.359 -17.678 -14.121 0.097
H 15.467 -15.024 -10.328 0.153
H 14.671 -24.797 -6.807 0.131
H 8.414 -22.749 -10.684 0.080
H 17.770 -19.840 -13.572 0.100
H 6.312 -22.254 -15.091 0.135
H 16.604 -17.074 -6.570 0.067
H 9.859 -24.299 -11.993 0.052
H 15.391 -17.699 -5.558 0.083
H 20.067 -17.174 -10.194 0.114
H 7.280 -19.171 -16.209 0.086
H 15.318 -20.022 -15.544 0.146
H 20.142 -17.240 -12.008 0.065
H 7.640 -23.450 -15.319 0.105
H 13.166 -23.457 -8.995 0.063
H 13.508 -21.843 -8.870 0.052
H 12.368 -17.785 -11.703 0.104
H 17.196 -17.893 -5.123 0.085
H 9.559 -20.476 -10.969 0.066
H 9.640 -18.646 -10.735 0.107
H 14.861 -23.060 -8.756 0.113
H 12.749 -15.164 -11.661 0.075
H 11.542 -14.125 -6.089 0.115
H 8.623 -23.045 -13.222 0.054
H 13.124 -15.035 -5.628 0.106
H 12.757 -22.241 -6.564 0.166